1.
99
Properties=species:S:1:pos:R:3:forces:R:3:mulliken_charge:R:1 method="wB97M-V/def2-TZVPD" de_lowest_kcal_mol=0.00 lumo_ev=-2.2 charge=+1
C 5.23621 -1.97713 6.16108 0.347 0.168 0.177 -0.67
O 4.87929 -0.73303 6.73323 0.056 -0.028 -0.199 -0.36
C 4.38842 0.18735 5.76449 -0.175 -0.491 0.817 -0.88
C 2.86564 0.26758 5.93004 0.220 -0.003 -0.617 0.01
C 2.16496 0.82568 4.67754 0.316 -0.083 0.027 -0.80
C 1.46833 -0.24285 3.82512 -0.034 0.335 -0.241 -0.56
P -0.15844 -0.77164 4.42412 0.122 0.505 -0.091 0.37
C -0.06058 -2.02271 5.72008 0.450 -0.802 -0.481 -0.59
C 0.17168 -3.38412 5.02077 -0.615 -0.369 0.515 -0.62
N 0.91909 -4.28891 5.88770 0.087 0.139 0.089 -0.62
C -1.22742 0.65277 4.79976 -0.319 0.036 0.398 -1.29
C -1.53235 0.93261 6.29001 -0.164 -0.204 0.238 0.81
C -0.31955 0.99483 7.21307 -0.195 0.373 0.310 -1.64
C -2.62503 -0.00633 6.86130 -0.072 0.509 -0.086 -1.67
H 6.03626 -1.82172 5.43124 -0.087 -0.148 -0.164 0.30
H 5.64024 -2.60106 6.95420 -0.125 -0.032 0.072 0.26
H 4.38684 -2.48938 5.69540 -0.036 0.023 -0.036 0.24
H 4.85775 1.13949 6.01053 -0.020 0.149 -0.392 0.32
H 4.66466 -0.15541 4.76376 0.042 0.228 -0.110 0.49
H 2.54579 -0.76603 6.06823 -0.076 0.045 0.361 -0.16
H 2.67898 0.85067 6.82765 -0.276 -0.126 0.070 0.30
H 1.45371 1.62616 4.87806 0.073 0.063 0.165 0.37
H 2.93355 1.26448 4.03808 -0.124 0.132 -0.097 0.54
H 1.28200 0.18743 2.83229 -0.182 -0.085 -0.039 0.22
H 2.10195 -1.11577 3.65274 -0.050 -0.108 0.156 0.43
H -0.74632 -1.40510 3.32260 -0.025 -0.066 0.127 0.17
H -0.95714 -2.09529 6.32889 -0.039 0.323 0.045 0.53
H 0.80929 -1.84910 6.35233 -0.076 0.376 0.044 0.34
H -0.82349 -3.80056 4.83208 0.002 0.130 -0.419 0.40
H 0.68605 -3.27991 4.06213 0.083 0.033 0.011 0.26
H 0.77908 -4.07359 6.86723 -0.018 0.084 0.003 0.24
H 0.58626 -5.23704 5.77146 0.177 -0.084 -0.123 0.26
H -0.83785 1.55874 4.33387 0.332 -0.179 -0.153 0.49
H -2.18163 0.45420 4.30770 0.051 -0.052 -0.136 0.61
H -1.97307 1.92962 6.31369 0.111 0.085 -0.279 0.59
H 0.07481 0.02057 7.49915 0.069 -0.062 -0.177 0.30
H 0.48018 1.62725 6.83330 0.045 -0.066 -0.129 0.31
H -0.64702 1.46952 8.13980 0.049 -0.086 0.080 0.54
H -3.46530 0.59880 7.20049 -0.041 -0.047 0.054 0.35
H -3.03727 -0.66789 6.09936 0.100 -0.251 0.123 0.43
H -2.28034 -0.55170 7.73796 0.048 -0.262 -0.143 0.39
O 1.18272 1.57591 0.36150 -2.263 1.485 2.149 -0.90
P 0.68222 2.64540 -0.58129 3.061 -0.932 -4.798 0.69
N -0.13083 1.71493 -1.74657 0.343 -0.452 0.235 0.23
C -0.29230 2.07002 -3.14092 -0.191 0.538 -0.282 -0.42
C -1.33291 1.05933 -1.24672 -0.064 -0.081 0.375 -0.92
N 2.21712 3.19668 -1.18259 -0.087 -0.102 -0.621 0.21
C 2.88294 2.43304 -2.23151 -0.115 -0.159 -0.173 -1.10
C 3.15197 3.47416 -0.09768 -0.185 0.104 0.199 -1.14
N -0.11800 4.18508 -0.93881 -0.774 -0.324 2.978 0.03
C 0.51272 5.20628 -1.76051 0.426 0.041 -0.264 -0.89
C -0.68955 4.81441 0.26870 -0.191 -0.255 -0.031 -1.00
H -1.05175 2.84911 -3.29777 0.001 -0.007 0.018 0.24
H -0.60549 1.18525 -3.69961 -0.117 -0.043 0.139 0.10
H 0.63463 2.40178 -3.60090 -0.022 0.096 0.166 0.09
H -2.17951 1.75915 -1.17834 -0.032 -0.050 -0.090 0.33
H -1.16033 0.63835 -0.25408 0.101 0.051 -0.021 0.19
H -1.62173 0.23788 -1.90405 0.057 0.081 -0.119 0.27
H 2.87130 1.35150 -2.04924 0.044 -0.001 -0.017 0.33
H 3.92129 2.75436 -2.32263 0.006 0.035 0.187 0.39
H 2.43636 2.63060 -3.20548 -0.002 -0.083 0.052 0.27
H 3.60090 2.56020 0.30804 -0.024 0.016 0.053 0.33
H 2.64897 3.99135 0.72482 0.012 -0.010 -0.011 0.32
H 3.94976 4.12825 -0.45458 -0.033 -0.001 -0.080 0.38
H 1.37121 5.68402 -1.28086 0.024 -0.010 -0.014 0.29
H -0.23759 5.97547 -1.96381 -0.128 -0.112 0.129 0.42
H 0.82499 4.81101 -2.72334 0.079 -0.098 0.083 0.25
H 0.08853 5.20832 0.93397 -0.054 0.124 0.004 0.32
H -1.27705 4.08222 0.83149 0.029 0.013 -0.017 0.31
H -1.35943 5.63109 -0.00069 0.017 -0.015 -0.073 0.37
O -2.17742 -0.63030 -4.91857 2.667 -1.932 2.277 -0.88
P -1.88997 -1.75124 -5.90669 -4.582 2.888 -4.766 0.83
N -1.51082 -0.64506 -7.18440 -0.338 0.667 -0.133 0.20
C -1.79389 -0.83926 -8.58755 0.236 -0.514 -0.178 -0.88
C -0.22832 0.01887 -7.01220 0.076 -0.079 0.336 -0.88
N -3.51089 -2.37411 -6.00716 -0.121 -0.353 -0.331 0.16
C -4.52583 -1.58581 -6.69560 0.094 0.248 -0.203 -1.05
C -4.00713 -2.79807 -4.70130 0.224 -0.061 0.117 -1.14
N -1.22452 -3.09033 -6.90749 2.035 -1.023 2.572 0.00
C -2.08403 -3.96414 -7.68980 -0.626 -0.089 0.149 -0.90
C -0.24740 -3.91559 -6.16917 0.166 0.224 -0.034 -1.09
H -1.10913 -1.55142 -9.07353 -0.010 -0.002 -0.023 0.32
H -1.69806 0.11715 -9.10599 0.075 0.052 0.101 0.37
H -2.81368 -1.17199 -8.76287 0.022 -0.072 0.089 0.16
H 0.61210 -0.63608 -7.29481 0.032 0.072 -0.093 0.31
H -0.08450 0.32340 -5.97459 -0.076 -0.036 0.002 0.07
H -0.17665 0.92190 -7.62316 -0.067 -0.043 -0.078 0.36
H -4.50038 -0.52386 -6.42674 -0.036 0.002 0.005 0.31
H -5.51796 -1.97543 -6.46369 0.064 -0.066 0.174 0.39
H -4.42755 -1.67817 -7.77768 0.070 0.077 0.025 0.26
H -4.33049 -1.95104 -4.08583 0.056 -0.009 0.047 0.32
H -3.23032 -3.33415 -4.14722 -0.008 0.008 0.001 0.36
H -4.84871 -3.48219 -4.82801 0.008 0.010 -0.080 0.38
H -2.70014 -4.63116 -7.08084 -0.020 -0.009 -0.027 0.28
H -1.43837 -4.57877 -8.32402 0.198 0.121 0.103 0.40
H -2.73235 -3.40144 -8.35545 -0.063 0.065 0.127 0.27
H -0.72813 -4.53454 -5.40180 0.073 -0.123 -0.048 0.34
H 0.48724 -3.27304 -5.67370 -0.040 0.001 0.000 0.35
H 0.29793 -4.57078 -6.84926 -0.053 0.022 -0.057 0.38

---

2.
127
Properties=species:S:1:pos:R:3:forces:R:3:mulliken_charge:R:1 method="wB97M-V/def2-TZVPD" de_lowest_kcal_mol=60.37 lumo_ev=-3.6 charge=+1
C 4.56668 0.22881 -0.30542 0.148 0.500 -0.142 -0.81
C 4.83488 1.75543 -0.60099 0.562 -1.834 0.297 -0.24
O 3.98055 2.18278 -1.65832 0.333 0.710 -0.118 -0.32
C 3.75600 3.59972 -1.60678 -0.186 -0.439 1.428 -0.89
C 2.44173 3.82907 -0.77768 0.093 0.901 -0.897 -0.01
C 1.16584 3.99594 -1.66354 -0.547 -0.370 0.166 -0.54
C -0.10484 4.34393 -0.79613 0.941 0.109 -0.241 -0.57
C -0.47894 3.22177 0.24732 -0.594 0.847 -0.302 -0.39
C -1.75245 2.39567 -0.16281 0.831 -0.159 0.241 -0.12
C -1.65137 1.72901 -1.57814 1.104 0.870 -0.472 -0.83
P -0.38539 0.38759 -1.77924 0.074 -3.942 -0.633 0.63
O -0.89958 -0.94960 -1.27183 0.534 2.790 -0.246 -0.64
O -0.21872 0.21758 -3.44095 0.176 1.394 2.399 -0.57
O 1.12847 0.76860 -1.24202 -2.192 0.107 -1.189 -0.32
N -2.84103 3.43368 -0.29858 -0.882 -1.356 -0.085 0.16
C -4.12602 2.81607 -0.38180 -0.999 -0.046 0.600 -0.07
N -5.00654 3.44937 -1.10104 0.229 0.046 0.776 0.06
B -4.70429 4.74313 -1.83806 1.186 1.875 -0.617 0.46
N -4.23267 4.62933 -3.25151 -0.802 -0.577 1.491 -0.52
O -4.88220 5.97410 -1.18375 -0.621 -2.447 -0.762 -0.51
N -4.55684 1.61889 0.24335 1.237 0.873 -1.307 -0.30
C -3.46344 0.64156 0.45552 1.210 -1.084 2.286 0.17
O -3.82881 -0.24399 1.49904 -0.587 0.741 -1.062 -0.43
C -4.81265 -1.17521 1.04520 -0.822 -1.642 0.865 -0.41
C -4.23031 -2.37657 0.22072 0.346 0.918 -1.934 0.49
C -4.65967 -2.26031 -1.30557 -0.149 0.359 0.094 -1.20
O -4.58291 -3.64903 0.74265 0.108 0.200 0.501 -0.39
C -2.23578 1.43999 0.98766 -0.254 0.375 -0.747 -0.84
I -0.70315 0.24154 1.92164 -0.484 0.272 -0.228 0.17
H 3.91866 0.15726 0.60132 0.418 -0.288 -0.709 0.11
H 5.53260 -0.29756 -0.13044 -0.982 0.512 0.137 0.36
H 4.08987 -0.27250 -1.17740 0.081 0.558 0.550 0.21
H 4.69491 2.33481 0.33856 -0.133 -0.151 -0.595 0.32
H 5.91936 1.82511 -0.86463 -0.757 0.377 -0.127 0.32
H 4.59630 4.02782 -1.00629 -0.503 0.098 -0.796 0.36
H 3.72398 4.04704 -2.62320 -0.010 -0.412 0.596 0.36
H 2.36526 2.99048 -0.05680 -0.003 0.501 -0.406 0.19
H 2.56171 4.77847 -0.20313 -0.175 -0.607 -0.211 0.23
H 0.94507 3.07881 -2.26191 0.454 0.488 0.427 -0.11
H 1.32629 4.80173 -2.42095 -0.051 -0.425 0.677 0.60
H 0.15245 5.27890 -0.24959 -0.361 -0.730 -0.167 0.17
H -0.95502 4.61584 -1.46644 0.468 -0.331 0.508 0.09
H -0.73879 3.74069 1.20434 0.179 -0.462 -0.593 0.72
H 0.39374 2.58616 0.47437 -0.632 0.196 -0.282 0.08
H -1.36471 2.55277 -2.28188 -0.165 -0.609 0.511 0.57
H -2.60561 1.31307 -1.97022 0.573 0.060 0.375 0.55
H 0.67231 -0.11676 -3.61633 0.024 -0.027 -0.137 0.33
H 1.22413 0.58518 -0.29559 -0.027 -0.229 0.043 0.19
H -2.79627 3.96145 0.58214 -0.163 0.298 -0.332 0.23
H -5.94436 3.05065 -1.15910 0.262 -0.110 0.119 0.36
H -5.05242 4.28505 -3.76838 0.301 0.348 -0.398 0.28
H -3.58187 3.83715 -3.29666 -0.134 0.163 -0.107 0.18
H -5.68368 6.38295 -1.54116 0.299 0.726 0.008 0.31
H -5.08229 1.79632 1.10053 -0.076 -0.177 -0.152 0.36
H -3.24140 0.00426 -0.42510 -0.146 0.860 0.082 0.06
H -5.64014 -0.68345 0.49008 0.560 -0.082 0.321 0.22
H -5.27021 -1.61455 1.96360 0.352 0.498 -0.582 0.11
H -3.11675 -2.29035 0.19850 -0.715 -0.200 0.493 0.19
H -5.43206 -1.46608 -1.45465 0.493 -0.596 0.160 0.29
H -5.10488 -3.20190 -1.69113 0.399 0.446 0.240 0.46
H -3.79693 -1.99325 -1.95745 -0.481 -0.308 0.494 0.17
H -5.28794 -4.03796 0.21860 -0.091 0.136 -0.071 0.27
H -2.63636 2.11124 1.78759 0.524 -0.692 -0.324 0.57
C -8.36154 -2.37316 3.22730 0.357 -0.086 -0.060 0.63
O -7.74020 -1.31967 3.32716 -0.098 -0.017 -0.108 -0.67
N -7.77384 -3.53941 2.85751 0.274 -0.088 0.102 -0.21
N -9.69661 -2.46135 3.48061 -0.392 0.255 0.081 -0.37
H -8.26790 -4.41211 2.76859 -0.094 0.083 -0.254 0.21
H -6.78942 -3.51494 2.66369 -0.011 0.006 0.029 0.14
H -10.16781 -1.62058 3.75840 0.033 -0.028 0.026 0.22
H -10.22003 -3.31239 3.40529 0.137 -0.075 -0.016 0.14
C 8.15299 -0.63276 1.68034 0.086 -0.124 -0.296 0.56
O 7.05341 -0.54734 1.13880 0.358 0.004 0.337 -0.67
N 8.36326 -0.24211 2.96730 -0.176 0.224 0.302 -0.39
N 9.24679 -1.12237 1.04696 -0.108 0.441 -0.294 -0.29
H 9.25014 -0.30481 3.42984 0.017 -0.098 -0.056 0.18
H 7.57665 0.12474 3.46933 0.017 -0.032 -0.013 0.22
H 9.12741 -1.42300 0.09808 -0.039 -0.067 0.048 0.16
H 10.15176 -1.20629 1.47358 -0.084 -0.394 0.119 0.18
C -2.75509 8.11875 -5.24669 -0.109 0.221 0.131 0.62
O -3.40632 8.84469 -4.51013 0.080 -0.164 -0.088 -0.65
N -2.56314 6.79568 -4.98119 -0.007 -0.230 0.239 -0.30
N -2.17004 8.57124 -6.39052 0.046 0.216 -0.180 -0.38
H -2.03459 6.17923 -5.56824 0.015 0.059 -0.043 0.16
H -2.98433 6.43132 -4.14385 -0.053 -0.064 -0.122 0.17
H -2.29296 9.54159 -6.61473 0.000 -0.027 0.006 0.23
H -1.63246 7.99427 -7.00842 -0.003 -0.019 0.022 0.16
C 11.67880 -3.86716 1.26091 -0.102 -0.214 0.305 0.61
O 11.04893 -3.10168 1.98414 0.310 0.029 -0.146 -0.67
N 11.88297 -5.16958 1.57585 0.041 -0.119 0.099 -0.33
N 12.22738 -3.47265 0.07629 0.076 0.329 -0.232 -0.33
H 12.39775 -5.81232 0.99540 0.019 -0.140 -0.060 0.20
H 11.49330 -5.49865 2.43958 -0.010 0.020 -0.021 0.19
H 12.09956 -2.51550 -0.19354 0.049 -0.030 -0.016 0.18
H 12.74322 -4.08393 -0.52862 -0.071 -0.079 0.030 0.18
C -1.16321 7.06839 1.77977 0.207 0.034 0.064 0.71
O -0.67532 5.94278 1.81744 -0.368 0.150 0.031 -0.62
N -0.39844 8.18848 1.71691 0.238 -0.014 -0.033 -0.41
N -2.50694 7.28922 1.79724 -0.198 -0.161 -0.036 -0.36
H -0.77193 9.11805 1.68500 -0.025 -0.012 -0.001 0.16
H 0.59756 8.06372 1.70302 -0.024 0.020 0.024 0.23
H -3.10348 6.48638 1.84517 -0.042 0.066 0.058 0.17
H -2.92270 8.20090 1.76666 0.027 0.006 -0.013 0.17
C -2.99206 -7.19029 3.12800 0.193 -0.352 0.125 0.57
O -2.47005 -8.21155 3.54593 -0.120 0.214 -0.077 -0.66
N -3.01149 -6.86445 1.80533 -0.026 0.016 -0.403 -0.33
N -3.60046 -6.28832 3.94950 -0.165 0.174 0.300 -0.31
H -3.43566 -6.03055 1.44273 0.037 0.083 0.047 0.20
H -2.57267 -7.50426 1.16971 0.012 0.004 0.048 0.17
H -3.60584 -6.49454 4.93114 0.014 -0.010 -0.030 0.20
H -4.03392 -5.44394 3.62672 0.047 -0.010 -0.054 0.15
C 14.74964 -7.62527 -0.35332 -0.064 -0.023 0.036 0.66
O 13.57466 -7.46096 -0.04782 0.054 0.200 0.005 -0.65
N 15.70804 -6.68931 -0.10914 -0.006 0.280 0.070 -0.36
N 15.19113 -8.75795 -0.96107 -0.134 -0.228 -0.089 -0.43
H 16.67381 -6.80417 -0.35039 -0.009 -0.032 -0.002 0.17
H 15.41729 -5.84082 0.34057 0.052 -0.032 0.034 0.20
H 14.50998 -9.46900 -1.15530 0.020 0.017 0.009 0.22
H 16.14593 -8.91596 -1.22009 0.009 0.032 0.022 0.16
C -10.43314 -6.14217 1.10676 0.076 -0.089 -0.015 0.62
O -9.42514 -5.49706 1.37695 -0.208 -0.054 0.094 -0.66
N -10.37657 -7.38474 0.56085 0.215 -0.107 -0.088 -0.40
N -11.68856 -5.66716 1.33054 -0.073 0.230 0.129 -0.35
H -11.18508 -7.93056 0.33147 -0.017 0.024 0.012 0.16
H -9.46556 -7.76636 0.38268 -0.029 -0.011 0.017 0.22
H -11.76825 -4.75137 1.73084 -0.045 -0.005 -0.069 0.19
H -12.52415 -6.17771 1.11713 0.020 -0.024 -0.004 0.17

---

Results for highest occupied orbital energy: -9.440, -10.423 (in eV, following the order of the records).
Results for DFT total energy: -69302.847, -103507.674 (in eV, following the order of the records).